C15H10N2O3 in the gas phase, computed with ωB97M-V with the def2-TZVPD basis set.

Last columns: bonded neighbours and bond lengths (Å).
Positions of all 30 atoms, in Å:
1 C 0.1777 -0.0103 -0.3923  C7 1.431, C20 1.404, O27 1.368
2 C -2.9093 -3.7905 2.4602  C15 1.427, H25 1.119, C29 1.358
3 C 0.8577 0.9865 -2.9252  C9 1.389, C19 1.419, N30 1.391
4 H 1.6958 2.6792 -1.9105  C19 1.071
5 H -2.1652 -1.6443 2.6401  C15 1.096
6 H -3.2220 -5.6338 1.4004  C29 1.082
7 C 0.9074 1.2187 -0.4715  C1 1.431, C19 1.431, C26 1.467
8 C -0.9133 -1.8277 0.0699  C10 1.493, N14 1.347, O27 1.358
9 C 0.2563 -0.2634 -2.8442  C3 1.389, C20 1.405, H28 1.082
10 C -1.6644 -2.8312 0.8802  C8 1.493, C15 1.360, O16 1.357
11 C 1.4877 2.6087 2.8523  H12 1.080, C21 1.352, O24 1.358
12 H 1.4593 2.6741 3.9301  C11 1.080
13 H 1.9453 2.2190 -4.1290  N30 1.027
14 N -0.7449 -1.8879 -1.2654  C8 1.347, C20 1.362
15 C -2.2041 -2.6013 2.1077  C2 1.427, H5 1.096, C10 1.360
16 O -1.9894 -4.0720 0.4385  C10 1.357, C29 1.380
17 H 1.9429 3.8726 -0.1181  C22 1.070
18 H 2.2765 4.5763 2.4045  C21 1.057
19 C 1.1978 1.7406 -1.7722  C3 1.419, H4 1.071, C7 1.431
20 C -0.0798 -0.7381 -1.5653  C1 1.404, C9 1.405, N14 1.362
21 C 1.9111 3.6375 2.0837  C11 1.352, H18 1.057, C22 1.420
22 C 1.7471 3.2480 0.7279  H17 1.070, C21 1.420, C26 1.367
23 H 1.1742 0.9036 -4.9734  N30 0.994
24 O 1.0614 1.5976 2.0521  C11 1.358, C26 1.379
25 H -3.4784 -3.9372 3.4121  C2 1.119
26 C 1.2271 1.9842 0.7390  C7 1.467, C22 1.367, O24 1.379
27 O -0.3921 -0.7089 0.6360  C1 1.368, C8 1.358
28 H -0.0247 -0.8333 -3.7197  C9 1.082
29 C -2.7631 -4.6540 1.4223  C2 1.358, H6 1.082, O16 1.380
30 N 1.2254 1.4872 -4.1700  C3 1.391, H13 1.027, H23 0.994

Summary:
Energy relative to the best compared isomer or geometry (same formula, charge and spin) (kJ/mol): 19.7
Spin multiplicity: 1
Gap between HOMO and LUMO (eV): 7.8
HOMO level (eV): -7.70
SMILES: Nc1cc(-c2ccco2)c2oc(-c3ccco3)nc2c1